{
  "formula": "C22H28F5NOPdSi2Te2",
  "method": "ωB97M-V with the def2-TZVPD basis set",
  "homo_lumo_gap_ev": 5.7,
  "homo_ev": -1.5,
  "lumo_energy_ha": 0.154,
  "charge": -2,
  "max_force_ev_per_a": 0.20,
  "elements": ["Pd", "C", "Si", "C", "C", "C", "C", "C", "C", "C", "Si", "C", "C", "H", "H", "H", "H", "H", "H", "H", "H", "H", "H", "H", "H", "H", "H", "H", "H", "C", "C", "C", "C", "N", "C", "C", "H", "H", "H", "H", "H", "H", "H", "F", "Te", "F", "F", "F", "F", "O", "Te", "C", "C", "C", "C", "C", "C", "H", "H", "H", "H", "H"],
  "coordinates": [[0.957, -0.602, 0.521], [3.299, 2.498, -0.506], [1.642, 3.162, -1.040], [1.893, 4.820, -1.916], [0.643, 3.556, 0.534], [0.908, 4.836, 1.039], [0.282, 5.346, 2.167], [-0.654, 4.565, 2.821], [-0.910, 3.283, 2.357], [-0.278, 2.741, 1.231], [-0.721, 0.923, 0.853], [-1.558, 0.261, 2.433], [-2.086, 0.966, -0.459], [3.741, 3.213, 0.195], [3.967, 2.380, -1.362], [3.178, 1.549, 0.021], [1.104, 5.540, -1.684], [1.877, 4.631, -2.987], [2.858, 5.272, -1.669], [1.632, 5.463, 0.529], [0.524, 6.340, 2.526], [-1.173, 4.939, 3.697], [-1.626, 2.683, 2.908], [-2.530, 0.714, 2.657], [-0.894, 0.407, 3.290], [-1.714, -0.816, 2.323], [-2.807, 1.755, -0.217], [-2.626, 0.016, -0.510], [-1.671, 1.183, -1.443], [-2.937, -4.038, -3.129], [-2.026, -3.219, -2.257], [-1.287, -2.162, -2.765], [-0.462, -1.439, -1.924], [-0.335, -1.708, -0.625], [-1.052, -2.719, -0.122], [-1.895, -3.488, -0.899], [-2.949, -3.657, -4.149], [-3.959, -4.024, -2.745], [-2.610, -5.079, -3.156], [-1.355, -1.869, -3.805], [0.099, -0.595, -2.294], [-0.937, -2.911, 0.935], [-2.443, -4.298, -0.432], [0.780, 3.073, -4.473], [1.253, 1.371, -3.810], [-0.676, 1.053, -4.104], [1.567, 1.051, -5.748], [2.028, 0.597, 1.682], [3.037, 2.209, -3.717], [0.790, 2.167, -2.034], [2.841, -2.779, 0.424], [1.576, -3.771, 1.796], [1.145, -5.087, 1.602], [0.218, -5.680, 2.451], [-0.309, -4.970, 3.523], [0.122, -3.665, 3.742], [1.056, -3.079, 2.898], [1.525, -5.641, 0.751], [-0.105, -6.699, 2.264], [-1.044, -5.424, 4.177], [-0.282, -3.091, 4.569], [1.368, -2.054, 3.065]],
  "atomic_forces_ev_per_a": [[-0.010, 0.165, -0.082], [-0.026, -0.036, -0.135], [-0.018, 0.068, 0.068], [0.047, -0.033, 0.049], [-0.075, 0.010, -0.051], [0.021, -0.003, -0.047], [-0.009, -0.018, 0.032], [0.010, 0.039, 0.018], [-0.031, -0.033, -0.005], [0.160, -0.021, 0.078], [-0.010, -0.100, 0.018], [-0.040, -0.001, 0.020], [0.010, 0.004, 0.024], [0.036, -0.010, 0.035], [-0.046, 0.007, 0.028], [0.004, 0.025, 0.043], [-0.019, -0.036, -0.040], [0.035, -0.014, -0.111], [-0.026, -0.001, 0.040], [-0.032, 0.001, 0.025], [-0.004, 0.005, -0.008], [0.007, -0.001, 0.005], [0.030, 0.013, -0.025], [0.014, 0.027, -0.018], [-0.010, -0.016, -0.007], [-0.001, -0.009, -0.024], [0.003, -0.010, 0.023], [0.019, -0.004, 0.007], [0.011, 0.043, -0.091], [0.000, -0.007, -0.001], [0.009, 0.018, -0.003], [-0.037, -0.029, -0.028], [-0.040, 0.029, -0.002], [0.016, 0.062, -0.005], [0.009, -0.050, 0.001], [0.021, 0.012, 0.034], [0.002, 0.002, 0.003], [0.000, -0.001, 0.002], [-0.001, 0.003, -0.002], [0.019, 0.022, -0.002], [-0.010, -0.052, 0.062], [0.058, -0.011, 0.049], [-0.007, -0.003, -0.010], [0.025, -0.014, -0.013], [0.072, 0.175, -0.070], [-0.059, -0.109, 0.046], [-0.017, 0.009, -0.009], [-0.079, -0.038, 0.077], [-0.045, 0.042, -0.011], [0.058, -0.109, 0.038], [0.060, -0.046, -0.014], [-0.061, 0.040, -0.014], [-0.018, -0.003, -0.006], [-0.005, -0.001, 0.006], [0.010, 0.000, 0.009], [-0.008, -0.022, -0.008], [-0.031, 0.020, -0.015], [0.002, -0.001, 0.002], [0.001, -0.001, 0.002], [-0.001, -0.002, 0.001], [0.002, 0.001, 0.006], [0.003, 0.001, 0.006]],
  "nbo_charge": [0.449, -1.172, 1.948, -1.155, -0.430, -0.205, -0.240, -0.256, -0.152, -0.444, 1.352, -1.137, -1.144, 0.217, 0.239, 0.286, 0.219, 0.264, 0.214, 0.199, 0.188, 0.186, 0.187, 0.201, 0.235, 0.224, 0.217, 0.211, 0.262, -0.630, 0.002, -0.251, 0.091, -0.429, 0.048, -0.220, 0.216, 0.213, 0.215, 0.231, 0.215, 0.225, 0.202, -0.654, 2.546, -0.721, -0.727, -0.743, -0.714, -1.281, -0.342, -0.209, -0.275, -0.232, -0.275, -0.216, -0.275, 0.209, 0.190, 0.190, 0.199, 0.240]
}

{
  "formula": "C30H32Cl2N2PRhS",
  "method": "ωB97M-V with the def2-TZVPD basis set",
  "homo_lumo_gap_ev": [8.7, 5.6],
  "homo_ev": [-13.5, -14.2],
  "spin_multiplicity": 5,
  "lumo_energy_ha": [-0.178, -0.316],
  "charge": 2,
  "max_force_ev_per_a": 0.10,
  "elements": ["Rh", "Cl", "C", "C", "C", "C", "C", "Cl", "C", "S", "H", "H", "H", "C", "C", "N", "C", "C", "C", "C", "N", "H", "H", "H", "H", "H", "H", "H", "H", "H", "H", "H", "H", "H", "H", "C", "C", "C", "C", "C", "C", "P", "C", "C", "C", "C", "C", "C", "C", "C", "C", "C", "C", "C", "H", "H", "H", "H", "H", "H", "H", "H", "H", "H", "H", "H", "H", "H", "H"],
  "coordinates": [[-0.596, 0.398, 0.068], [-1.008, 2.456, -1.299], [0.476, 2.645, -2.222], [0.492, 3.676, -3.116], [1.645, 3.886, -3.886], [2.748, 3.067, -3.750], [2.724, 2.024, -2.839], [4.099, 1.023, -2.707], [1.578, 1.772, -2.024], [1.618, 0.491, -0.911], [-0.367, 4.322, -3.227], [1.665, 4.702, -4.595], [3.635, 3.227, -4.347], [1.586, -0.942, 4.543], [0.720, 0.293, 4.745], [-0.670, 0.069, 4.326], [-1.603, -0.319, 5.400], [-2.171, 0.885, 6.133], [-1.045, 0.190, 3.065], [-2.480, -0.040, 2.700], [-0.203, 0.496, 2.087], [2.603, -0.745, 4.879], [1.626, -1.241, 3.494], [1.199, -1.782, 5.119], [1.119, 1.165, 4.223], [0.689, 0.568, 5.797], [-1.037, -0.953, 6.084], [-2.388, -0.945, 4.983], [-1.377, 1.495, 6.564], [-2.815, 0.552, 6.946], [-2.760, 1.517, 5.469], [-2.707, -1.108, 2.722], [-2.665, 0.326, 1.689], [-3.158, 0.476, 3.377], [0.756, 0.623, 2.381], [-5.328, -1.222, -3.173], [-5.057, -0.376, -2.105], [-3.865, -0.507, -1.412], [-2.945, -1.489, -1.780], [-3.221, -2.336, -2.853], [-4.414, -2.198, -3.546], [-1.435, -1.680, -0.825], [-0.203, -2.440, -1.894], [0.357, -3.686, -1.630], [1.328, -4.197, -2.482], [1.737, -3.470, -3.590], [1.175, -2.227, -3.860], [0.210, -1.710, -3.014], [-1.761, -2.763, 0.578], [-3.017, -3.333, 0.773], [-3.257, -4.096, 1.909], [-2.250, -4.291, 2.844], [-0.993, -3.728, 2.647], [-0.749, -2.962, 1.521], [-6.257, -1.118, -3.718], [-5.771, 0.384, -1.819], [-3.656, 0.154, -0.577], [-2.510, -3.098, -3.146], [-4.631, -2.855, -4.377], [0.034, -4.264, -0.774], [1.758, -5.168, -2.282], [2.491, -3.875, -4.252], [1.483, -1.670, -4.735], [-0.247, -0.750, -3.238], [-3.805, -3.185, 0.046], [-4.230, -4.544, 2.057], [-2.440, -4.893, 3.722], [-0.204, -3.897, 3.368], [0.233, -2.524, 1.369]],
  "atomic_forces_ev_per_a": [[0.055, 0.083, 0.024], [-0.013, 0.008, 0.000], [-0.025, -0.005, 0.011], [0.022, 0.009, -0.018], [-0.014, -0.004, 0.010], [0.003, -0.003, 0.001], [0.004, -0.005, 0.007], [0.006, -0.001, -0.003], [0.002, -0.001, -0.006], [0.014, 0.003, -0.025], [-0.003, -0.002, 0.004], [0.000, 0.001, 0.000], [0.002, -0.003, 0.002], [0.008, 0.000, -0.004], [-0.003, 0.001, -0.007], [0.002, 0.000, -0.010], [0.011, -0.001, -0.001], [-0.003, 0.000, 0.007], [-0.006, -0.006, 0.016], [-0.001, -0.018, -0.008], [-0.054, -0.018, 0.010], [0.000, -0.001, 0.001], [-0.002, 0.004, 0.001], [-0.001, 0.001, 0.003], [0.003, 0.000, 0.001], [-0.003, -0.005, 0.001], [0.003, -0.001, -0.003], [-0.012, 0.008, -0.001], [-0.002, 0.001, 0.003], [0.001, 0.001, 0.002], [0.001, -0.006, -0.007], [-0.008, 0.002, 0.009], [0.002, -0.001, 0.004], [0.000, 0.005, 0.005], [0.012, 0.001, -0.016], [0.000, -0.003, 0.008], [-0.003, -0.008, -0.006], [-0.001, -0.002, 0.003], [-0.003, 0.004, 0.003], [0.002, 0.002, -0.001], [0.000, 0.002, -0.002], [0.007, -0.061, -0.045], [-0.002, -0.003, 0.012], [-0.006, -0.008, 0.002], [0.004, 0.005, -0.005], [-0.001, -0.002, 0.005], [0.000, 0.002, -0.004], [-0.004, 0.002, -0.002], [-0.015, -0.009, -0.007], [0.003, 0.016, 0.003], [0.004, -0.004, 0.011], [-0.007, -0.002, -0.004], [0.000, -0.005, 0.004], [0.009, 0.013, 0.012], [0.000, 0.001, 0.000], [0.002, 0.002, 0.002], [0.008, 0.010, 0.001], [0.000, 0.000, 0.000], [-0.001, 0.001, 0.000], [-0.001, 0.003, -0.004], [0.000, 0.000, 0.001], [-0.001, 0.000, -0.001], [0.000, 0.000, 0.000], [0.000, -0.002, 0.001], [0.003, 0.001, 0.000], [0.000, -0.002, 0.000], [-0.001, 0.000, 0.001], [0.003, 0.000, -0.003], [-0.001, 0.002, -0.003]],
  "lowdin_spin": [2.161, 0.107, 0.064, 0.014, 0.122, -0.014, 0.113, 0.046, 0.090, 0.651, 0.000, 0.006, -0.002, 0.002, 0.003, 0.035, 0.004, 0.002, 0.030, 0.023, 0.153, 0.000, 0.000, 0.000, 0.001, 0.000, 0.001, 0.000, 0.000, 0.000, 0.000, 0.000, 0.015, 0.001, 0.008, 0.007, 0.000, 0.013, 0.032, 0.010, 0.001, 0.155, 0.024, 0.008, 0.005, 0.009, 0.005, 0.024, 0.024, 0.012, 0.000, 0.012, -0.001, 0.013, 0.000, 0.000, 0.005, 0.000, 0.000, 0.000, 0.000, 0.000, 0.000, 0.002, 0.000, 0.000, 0.001, 0.000, 0.001]
}

{
  "formula": "C23H17N8SSn",
  "method": "ωB97M-V with the def2-TZVPD basis set",
  "homo_lumo_gap_ev": 7.3,
  "homo_ev": -11.6,
  "lumo_energy_ha": -0.156,
  "charge": 1,
  "max_force_ev_per_a": 0.50,
  "elements": ["Sn", "N", "C", "S", "N", "N", "C", "C", "C", "C", "C", "C", "C", "C", "C", "C", "C", "C", "N", "H", "H", "H", "H", "H", "H", "H", "H", "H", "H", "H", "N", "C", "N", "C", "N", "C", "C", "C", "C", "C", "C", "C", "C", "N", "H", "H", "H", "H", "H", "H"],
  "coordinates": [[-0.253, 0.972, -2.303], [2.991, 1.709, 0.993], [1.976, 1.121, 0.342], [2.410, 0.399, -1.223], [0.802, 1.104, 0.875], [-0.242, 0.690, 0.065], [-1.307, 0.350, 0.695], [-1.405, 0.202, 2.169], [-1.331, 1.306, 3.011], [-1.459, 1.131, 4.380], [-1.641, -0.141, 4.910], [-1.707, -1.242, 4.070], [-1.601, -1.070, 2.696], [-2.530, 0.141, -0.134], [-3.755, -0.173, 0.425], [-4.859, -0.282, -0.412], [-4.709, -0.087, -1.771], [-3.448, 0.229, -2.253], [-2.395, 0.348, -1.449], [3.923, 1.685, 0.621], [2.804, 2.225, 1.838], [-1.169, 2.292, 2.598], [-1.411, 1.991, 5.035], [-1.731, -0.271, 5.981], [-1.846, -2.234, 4.480], [-1.670, -1.930, 2.038], [-3.847, -0.316, 1.492], [-5.831, -0.514, 0.003], [-5.544, -0.166, -2.453], [-3.277, 0.397, -3.311], [-0.092, 2.923, -1.616], [0.036, 4.104, -1.581], [0.061, 5.320, -1.446], [0.830, 6.340, -1.770], [1.466, 7.269, -2.020], [0.236, -2.441, -1.803], [1.533, -2.150, -1.860], [2.391, -2.531, -2.989], [3.705, -2.679, -2.809], [4.301, -2.478, -1.476], [3.611, -1.918, -0.480], [2.224, -1.423, -0.738], [5.669, -2.887, -1.264], [6.759, -3.211, -1.109], [-0.353, -2.215, -0.923], [-0.259, -2.951, -2.621], [1.932, -2.764, -3.942], [4.347, -3.009, -3.613], [4.054, -1.758, 0.493], [1.612, -1.411, 0.160]],
  "atomic_forces_ev_per_a": [[-0.043, -0.149, -0.076], [-0.056, -0.071, -0.064], [-0.002, 0.207, 0.290], [0.134, -0.099, -0.133], [-0.040, -0.152, -0.335], [0.367, -0.036, 0.331], [-0.376, -0.034, -0.099], [0.000, -0.001, -0.094], [0.003, 0.033, 0.007], [0.000, -0.027, 0.007], [0.011, 0.018, -0.022], [0.001, 0.035, -0.021], [0.000, -0.056, 0.050], [0.216, 0.030, 0.170], [-0.119, -0.048, -0.014], [-0.034, -0.021, 0.081], [0.041, 0.004, -0.076], [-0.005, -0.028, 0.051], [-0.025, 0.157, -0.103], [0.008, 0.003, 0.007], [-0.011, 0.003, 0.003], [-0.009, -0.006, -0.001], [-0.001, -0.009, 0.002], [-0.002, 0.002, -0.016], [-0.001, 0.006, -0.005], [0.016, 0.025, 0.013], [0.007, 0.015, -0.009], [0.014, -0.011, -0.002], [0.009, 0.004, 0.014], [0.019, 0.019, 0.015], [-0.071, -0.001, 0.030], [0.181, 0.000, -0.179], [-0.250, 0.330, 0.235], [0.098, -0.184, -0.109], [-0.033, -0.048, 0.023], [-0.086, -0.024, -0.034], [0.171, 0.057, -0.070], [-0.162, 0.048, 0.121], [0.193, -0.023, 0.145], [0.254, -0.123, -0.257], [-0.193, 0.094, 0.102], [0.047, -0.043, -0.040], [-0.181, 0.019, -0.058], [-0.031, 0.016, -0.002], [-0.036, 0.016, 0.033], [0.009, 0.022, 0.019], [-0.012, 0.022, 0.019], [0.020, 0.011, 0.025], [-0.016, 0.014, 0.000], [-0.025, -0.017, 0.023]],
  "nbo_charge": [1.285, -0.756, 0.312, 0.229, -0.383, -0.339, 0.274, -0.054, -0.185, -0.198, -0.183, -0.203, -0.219, 0.150, -0.200, -0.118, -0.225, 0.083, -0.525, 0.423, 0.425, 0.229, 0.231, 0.231, 0.230, 0.215, 0.256, 0.245, 0.249, 0.219, -0.919, 0.722, -0.596, 0.414, -0.354, -0.347, -0.048, -0.208, -0.164, -0.136, -0.131, -0.344, 0.244, -0.240, 0.200, 0.223, 0.237, 0.246, 0.242, 0.257]
}